{"formula": "C10H13O3", "method": "ωB97M-V with the def2-TZVPD basis set", "symbols": ["C", "C", "C", "O", "O", "H", "H", "H", "H", "H", "C", "C", "C", "C", "C", "C", "C", "O", "H", "H", "H", "H", "H", "H", "H", "H"], "coordinates": [[1.17887, -1.84539, -2.68150], [2.28128, -0.88720, -1.88665], [0.06255, -1.10568, -3.16654], [-0.05327, -0.41314, -4.15545], [-0.76655, -0.96468, -2.19376], [1.76180, -2.42510, -3.46251], [0.83670, -2.54363, -1.81432], [2.69702, -0.05787, -2.56065], [3.01203, -1.69926, -1.60612], [1.87550, -0.68878, -0.87257], [1.02508, 2.64057, 3.51371], [-0.31208, -0.62485, 2.03127], [-1.12129, -0.26093, 0.87571], [0.40569, 0.19541, 2.90025], [0.22444, 1.54747, 2.76890], [-1.42611, 1.18698, 0.98100], [-0.71814, 1.99225, 1.80673], [-1.68919, -1.06581, 0.05314], [-0.23078, -1.71436, 2.20275], [0.98670, -0.42376, 3.70978], [-2.25454, 1.41308, 0.31100], [-0.84201, -1.28814, -1.26699], [0.95136, 2.49646, 4.61084], [0.68104, 3.52849, 3.00293], [-1.01670, 3.12391, 1.80329], [2.01228, 2.79626, 3.45391]], "forces_ev_per_angstrom": [[4.3, -2.4, 1.7], [-0.6, -2.3, -0.9], [0.1, 2.1, -0.2], [0.3, -1.0, -0.3], [-3.8, 1.6, 0.8], [-0.8, 0.7, 0.9], [0.6, 0.8, -1.9], [-0.7, -1.2, 1.5], [0.0, 1.2, -0.7], [0.0, 1.0, -0.9], [-4.1, -1.2, 0.2], [0.9, -2.5, -0.2], [-1.1, 0.7, 1.2], [-0.3, -3.1, 0.6], [2.0, 1.7, 0.1], [-0.3, -1.9, -1.5], [-1.5, 2.7, 0.0], [1.4, 1.6, 2.4], [0.1, 0.6, -0.2], [-0.9, 2.0, -1.5], [0.3, 0.9, 0.2], [0.6, -0.5, -0.8], [-0.9, 0.7, -0.5], [-0.6, 0.8, 1.1], [0.8, -2.2, 0.0], [4.2, -0.8, -1.2]], "mulliken_spin": [-0.001, -0.003, 0.001, 0.003, 0.009, 0.000, 0.000, 0.000, 0.000, 0.003, -0.016, 0.234, 0.082, -0.060, 0.273, 0.154, -0.051, 0.318, 0.001, 0.001, 0.004, 0.007, 0.022, 0.001, -0.001, 0.019], "max_force_ha_per_bohr": 0.10177, "homo_lumo_gap_ev": [9.72, 6.82], "e_above_lowest_kcal_mol": 67.1, "s_squared": 0.79, "homo_energy_ha": [-0.3416, -0.3522], "multiplicity": 2}

***

{"formula": "C10H13OP", "method": "ωB97M-V with the def2-TZVPD basis set", "symbols": ["C", "C", "C", "C", "C", "C", "C", "C", "C", "C", "O", "P", "H", "H", "H", "H", "H", "H", "H", "H", "H", "H", "H", "H", "H"], "coordinates": [[-3.52864, -0.75075, 0.42415], [-2.85839, -1.29111, -0.66143], [-2.83733, -0.00197, 1.36247], [-1.50055, -1.08053, -0.82026], [-1.48100, 0.21832, 1.20585], [-0.80936, -0.31377, 0.10991], [1.96945, 2.42019, -1.30890], [0.83852, 1.78401, -0.73597], [1.68168, -0.95956, -1.35663], [2.52407, -0.30846, 2.03508], [2.03177, 3.58843, -1.64771], [0.91943, 0.17559, -0.13480], [-4.59023, -0.91324, 0.53643], [-3.39949, -1.87161, -1.39479], [-3.35646, 0.41823, 2.21083], [-0.98913, -1.50128, -1.67282], [-0.93215, 0.80774, 1.92632], [2.83902, 1.74417, -1.47224], [0.00616, 2.38695, -0.40061], [1.49690, -1.98916, -1.05438], [1.26799, -0.76489, -2.34566], [2.75591, -0.78437, -1.37637], [2.14836, 0.40260, 2.74342], [2.33737, -1.34239, 2.24900], [3.46610, -0.07314, 1.57911]], "forces_ev_per_angstrom": [[0.0, 0.0, 0.0], [-0.1, -0.1, 0.0], [-0.1, 0.1, 0.0], [0.1, 0.0, 0.0], [0.1, -0.1, 0.0], [0.3, 0.1, 0.3], [0.1, -0.1, -0.1], [-0.1, -0.8, 0.6], [-0.1, 0.2, 0.4], [-1.5, 0.2, -1.8], [0.1, 0.2, -0.1], [1.0, 0.2, 0.6], [-0.1, 0.0, 0.0], [0.0, 0.0, 0.0], [0.0, 0.0, 0.1], [0.0, 0.0, -0.1], [0.0, 0.1, 0.1], [0.1, 0.1, -0.1], [-0.1, 0.0, 0.0], [0.0, 0.0, 0.0], [0.0, 0.0, 0.0], [0.0, 0.0, 0.0], [-0.2, 0.2, 0.2], [0.0, -0.3, 0.1], [0.3, 0.1, -0.2]], "nbo_charge": [-0.193, -0.203, -0.203, -0.223, -0.218, -0.274, 0.357, -0.862, -0.960, -0.657, -0.584, 1.271, 0.219, 0.219, 0.220, 0.216, 0.223, 0.080, 0.248, 0.246, 0.249, 0.257, 0.192, 0.188, 0.190], "max_force_ha_per_bohr": 0.04476, "homo_lumo_gap_ev": [6.86, 7.27], "e_above_lowest_kcal_mol": 43.2, "homo_energy_ha": [-0.2791, -0.2781]}

***

{"formula": "C10H13OS2", "method": "ωB97M-V with the def2-TZVPD basis set", "symbols": ["C", "S", "C", "C", "C", "O", "S", "C", "C", "C", "C", "C", "C", "H", "H", "H", "H", "H", "H", "H", "H", "H", "H", "H", "H", "H"], "coordinates": [[4.06225, -0.42398, -2.45685], [2.80635, 0.13362, -1.30030], [1.34766, -0.38314, -2.14586], [0.08069, -0.32544, -1.12840], [-0.70421, -1.67839, -1.35349], [-0.50727, 0.76604, -1.26376], [0.60346, -0.56189, 0.75048], [-0.69459, 0.22448, 1.62317], [-1.83941, -0.48180, 2.06883], [-2.89171, 0.21844, 2.65489], [-2.76859, 1.58656, 2.91409], [-1.56264, 2.24594, 2.64594], [-0.51097, 1.56308, 2.04215], [4.95115, -0.64853, -1.85452], [3.75564, -1.31988, -3.01066], [4.27940, 0.40827, -3.13438], [1.14215, 0.38761, -2.90275], [1.50599, -1.36131, -2.62696], [-0.05629, -2.48259, -1.71879], [-1.21393, -2.02113, -0.45219], [-1.46723, -1.47136, -2.11173], [-1.87836, -1.56077, 1.91175], [-3.82819, -0.29922, 2.86228], [-3.61874, 2.15043, 3.28459], [-1.44883, 3.30645, 2.86062], [0.45620, 2.02854, 1.84184]], "forces_ev_per_angstrom": [[0.3, 0.4, 0.0], [0.8, -0.3, 0.8], [-0.5, 0.2, 0.4], [0.2, -1.3, -1.7], [-0.5, 0.3, -0.3], [-1.5, 1.4, -0.1], [1.6, -0.6, 1.3], [-0.1, 0.1, 0.8], [0.4, 0.7, -0.5], [0.1, 0.1, 0.0], [0.2, 0.0, -0.3], [-0.1, -0.2, 0.0], [-0.5, -0.5, -0.5], [-0.1, 0.0, -0.3], [0.1, 0.2, 0.2], [0.2, -0.4, -0.2], [-0.4, -0.5, 0.1], [0.0, 0.2, 0.3], [0.0, 0.1, 0.2], [0.0, 0.1, -0.1], [0.1, 0.0, -0.1], [-0.1, 0.3, -0.1], [0.2, 0.1, 0.1], [0.1, -0.1, 0.1], [-0.1, -0.2, 0.1], [-0.4, 0.0, -0.1]], "nbo_charge": [-0.762, 0.219, -0.612, 0.334, -0.679, -0.828, -0.038, -0.127, -0.224, -0.230, -0.244, -0.225, -0.206, 0.210, 0.205, 0.196, 0.219, 0.185, 0.183, 0.203, 0.196, 0.212, 0.196, 0.195, 0.198, 0.224], "max_force_ha_per_bohr": 0.04244, "homo_lumo_gap_ev": 6.66, "e_above_lowest_kcal_mol": 24.2, "smiles": "CSC[C@](C)([O-])Sc1ccccc1", "total_charge": -1, "homo_energy_ha": -0.1263}

***

What is the formula in the first record? C10H13O3